Record 1
This record from the OMol25 dataset describes a cluster of 15 separate species, C45H39Cl27N6O12 in total at a distorted geometry. The level of theory is the ωB97M-V functional and the def2-TZVPD basis.

Output
LUMO energy: -1.142 eV
total energy: -418894.7991 eV
net charge: 0
HOMO-LUMO gap: 8.553 eV

```
129
Properties=species:S:1:pos:R:3:forces:R:3:lowdin_charge:R:1
C -0.168 -20.151 -19.025 0.9 0.6 -0.6 -1.52
Cl 1.524 -20.471 -19.390 0.7 -0.1 -0.3 0.52
Cl -0.234 -18.624 -18.152 -0.5 -0.2 0.4 0.54
Cl -0.762 -21.604 -18.211 -0.6 0.7 -0.1 0.52
H -0.614 -19.874 -19.980 -0.5 -1.0 0.3 0.02
C 1.196 -19.966 -15.169 0.2 0.7 -0.4 -1.47
Cl 1.867 -20.837 -13.753 -0.4 0.3 -0.8 0.55
Cl 2.315 -18.683 -15.727 0.0 -0.4 0.4 0.50
Cl -0.382 -19.223 -14.873 0.4 -0.4 0.4 0.50
H 1.069 -20.608 -16.041 0.1 -0.3 0.5 -0.03
C -4.184 -18.559 -14.256 0.2 0.2 0.3 -1.53
Cl -2.900 -17.788 -13.290 0.0 -0.1 -0.3 0.56
Cl -3.569 -19.320 -15.727 0.1 -0.2 0.2 0.52
Cl -5.369 -17.380 -14.744 -0.2 0.8 0.2 0.53
H -4.644 -19.279 -13.580 0.0 -0.1 -0.4 -0.01
C 0.949 -17.960 -9.815 0.2 -0.3 0.2 -1.50
Cl 1.119 -19.636 -10.318 -0.3 -0.5 -0.8 0.54
Cl -0.016 -16.919 -10.908 0.4 -0.7 0.4 0.56
Cl 2.605 -17.368 -9.654 -0.2 0.5 0.2 0.53
H 0.460 -18.081 -8.848 0.0 0.8 -0.1 -0.01
C -4.703 -23.692 -16.957 -0.4 0.6 -0.5 -1.46
Cl -5.973 -23.851 -15.725 0.7 0.0 0.1 0.56
Cl -3.044 -23.417 -16.396 -0.4 -0.8 0.5 0.57
Cl -5.059 -22.273 -17.955 -0.4 0.0 -0.3 0.51
H -4.778 -24.585 -17.578 0.4 0.2 0.2 0.02
C -0.243 -24.837 -8.095 -1.3 0.6 0.0 -1.39
Cl -1.589 -25.972 -8.525 0.8 0.5 0.3 0.48
Cl -0.429 -24.327 -6.370 0.3 -0.4 -0.9 0.50
Cl -0.384 -23.357 -9.140 0.4 -1.0 0.5 0.53
H 0.705 -25.350 -8.255 -0.2 0.3 0.0 0.02
C -9.808 -20.491 -9.004 0.3 0.1 -0.2 -1.47
Cl -9.594 -21.559 -10.413 -0.1 0.1 0.4 0.56
Cl -10.130 -18.831 -9.562 0.1 -0.5 0.3 0.52
Cl -8.347 -20.559 -7.983 -0.4 0.1 -0.2 0.53
H -10.652 -20.849 -8.415 0.2 0.1 -0.2 0.02
C -8.331 -19.807 -14.134 -0.1 -0.2 0.0 -1.49
Cl -9.807 -19.522 -14.984 -1.0 0.2 -0.6 0.60
Cl -8.167 -18.494 -12.918 0.6 -0.6 -0.4 0.54
Cl -7.036 -20.013 -15.367 -0.3 0.0 0.9 0.52
H -8.471 -20.754 -13.613 0.5 0.2 0.1 -0.02
C -4.935 -25.945 -11.935 -0.6 -0.2 -0.9 -1.52
Cl -4.785 -25.154 -10.419 -0.4 0.0 1.2 0.58
Cl -3.674 -25.303 -12.936 0.6 0.0 -1.0 0.58
Cl -6.553 -25.645 -12.690 0.4 -0.1 0.2 0.52
H -4.835 -27.030 -11.900 0.0 0.3 0.4 0.03
C -0.430 -25.776 -16.048 1.0 1.0 0.7 -0.08
C 0.146 -24.619 -15.496 0.1 -1.0 -0.3 -0.09
C 0.582 -24.564 -14.173 -0.2 -0.1 0.3 0.00
C 0.418 -25.665 -13.310 -0.9 -0.2 -3.1 -0.11
C -0.210 -26.814 -13.899 1.2 0.8 2.5 -0.02
C -0.540 -26.887 -15.222 -1.0 0.2 -0.6 -0.09
N 0.874 -25.567 -11.920 -1.7 -0.3 -1.1 -0.36
O 1.543 -24.602 -11.669 0.7 0.1 0.8 0.08
O 0.422 -26.397 -11.152 0.6 0.1 0.3 0.05
H -0.690 -25.743 -17.095 -0.2 -0.4 0.0 0.10
H 0.384 -23.800 -16.158 -0.2 0.3 0.1 0.09
H 0.986 -23.610 -13.867 0.3 -0.2 0.4 0.07
H -0.413 -27.650 -13.246 0.1 -0.1 0.0 0.11
H -1.011 -27.797 -15.563 0.1 -0.1 -0.2 0.11
C -5.696 -18.613 -9.889 0.5 -0.5 0.5 -0.06
C -5.414 -17.503 -10.688 0.9 -0.5 1.3 -0.09
C -4.318 -16.741 -10.357 0.9 0.7 0.6 -0.02
C -3.497 -16.994 -9.207 -2.1 0.0 -1.7 -0.14
C -3.859 -18.055 -8.402 -0.1 -1.1 0.7 0.00
C -4.881 -18.945 -8.748 -1.0 1.7 -2.2 -0.05
N -2.387 -16.122 -8.904 2.3 1.2 0.9 -0.33
O -1.552 -16.469 -8.014 -2.3 0.6 -2.1 0.03
O -2.279 -15.078 -9.570 -0.3 -1.8 1.2 0.04
H -6.526 -19.229 -10.203 -0.1 -0.3 0.3 0.06
H -5.909 -17.170 -11.588 -0.6 -0.5 0.1 0.07
H -4.218 -15.934 -11.068 1.0 0.4 0.5 0.11
H -3.416 -18.253 -7.437 0.7 0.2 -0.1 0.11
H -5.045 -19.857 -8.192 -0.2 0.1 0.2 0.09
C -9.590 -23.890 -15.222 -0.3 0.1 -0.1 -0.06
C -9.627 -23.444 -13.882 -0.3 -0.4 -1.9 -0.06
C -10.702 -22.656 -13.564 -0.6 1.1 1.4 -0.06
C -11.721 -22.325 -14.442 0.1 -0.8 -1.1 -0.19
C -11.743 -22.888 -15.717 0.1 0.5 0.2 0.00
C -10.655 -23.654 -16.109 0.5 0.1 0.8 -0.06
N -12.786 -21.396 -14.076 -1.8 1.6 1.8 -0.29
O -13.014 -21.242 -12.825 0.7 -0.3 -3.8 0.04
O -13.415 -20.802 -14.991 1.6 -1.6 2.3 0.05
H -8.742 -24.375 -15.683 0.2 -0.3 0.5 0.06
H -8.880 -23.653 -13.132 0.2 0.0 -0.2 0.08
H -10.718 -22.192 -12.589 -0.3 0.0 0.1 0.04
H -12.555 -22.659 -16.392 0.0 0.0 0.0 0.12
H -10.569 -24.034 -17.116 -0.2 0.0 0.0 0.11
C -9.596 -27.244 -10.469 -0.7 1.2 -0.3 -0.06
C -9.943 -28.124 -9.468 -0.3 0.0 -0.9 -0.09
C -9.441 -27.947 -8.222 1.7 -0.1 1.9 -0.02
C -8.580 -26.869 -7.916 -1.2 -0.2 -0.8 -0.11
C -8.405 -25.857 -8.882 0.6 -1.1 1.0 -0.01
C -8.907 -26.073 -10.151 0.2 0.0 0.0 -0.09
N -7.974 -26.745 -6.568 0.7 0.0 1.1 -0.31
O -7.938 -27.731 -5.795 -0.3 2.2 -1.9 0.06
O -7.505 -25.624 -6.314 -0.6 -1.8 0.0 0.05
H -10.010 -27.382 -11.457 0.2 0.0 -0.2 0.11
H -10.612 -28.950 -9.657 0.1 -0.1 -0.1 0.11
H -9.581 -28.764 -7.530 -0.1 0.3 0.5 0.12
H -7.771 -25.007 -8.678 -0.2 0.1 0.1 0.11
H -8.687 -25.285 -10.855 -0.2 -0.2 -0.4 0.07
C -4.935 -22.165 -5.834 0.9 -0.1 0.0 -0.04
C -4.210 -21.308 -4.985 -1.6 -0.7 -1.0 -0.06
C -3.022 -20.762 -5.395 0.6 1.2 0.7 -0.04
C -2.447 -20.990 -6.616 -1.8 -2.6 -0.7 -0.12
C -3.154 -21.969 -7.474 0.0 1.8 0.6 -0.01
C -4.388 -22.524 -7.082 1.0 1.5 0.9 -0.06
N -1.262 -20.221 -7.021 -0.3 2.2 1.3 -0.32
O -0.768 -19.331 -6.277 -1.2 -2.4 -0.9 0.06
O -0.936 -20.365 -8.161 0.7 -0.4 -1.3 0.00
H -5.899 -22.580 -5.579 -0.1 0.2 0.2 0.10
H -4.641 -20.859 -4.102 -0.2 -0.5 0.2 0.11
H -2.663 -20.008 -4.711 0.7 0.1 -0.2 0.12
H -2.962 -22.105 -8.528 0.9 0.0 0.1 0.07
H -4.985 -23.052 -7.810 0.1 -0.3 0.0 0.09
C -1.738 -21.153 -12.472 0.4 0.4 0.3 -0.11
C -2.340 -20.785 -11.295 -0.9 -0.3 0.9 -0.06
C -3.711 -21.020 -11.078 0.9 -0.3 0.4 0.00
C -4.479 -21.586 -12.076 1.1 0.2 -0.4 -0.15
C -3.870 -21.885 -13.327 -0.2 -0.6 1.2 -0.06
C -2.477 -21.748 -13.456 -1.7 0.0 -0.9 -0.12
N -5.904 -21.855 -11.783 0.0 0.9 -0.3 -0.27
O -6.329 -21.608 -10.631 0.5 -1.1 -2.7 0.00
O -6.547 -22.199 -12.788 -0.1 0.2 2.1 -0.01
H -0.698 -20.913 -12.638 0.1 -0.3 0.1 0.04
H -1.742 -20.427 -10.470 0.0 0.3 0.0 0.07
H -4.127 -20.867 -10.093 -0.1 0.2 -0.2 0.08
H -4.493 -22.351 -14.077 0.2 0.1 -0.2 0.04
H -2.010 -22.052 -14.381 0.0 0.1 0.0 0.05
```
Positions in Å, forces in eV/Å.

=====

Record 2
This record from the OMol25 dataset describes a structure of composition C45H39MoN5O3STe at a distorted geometry. The level of theory is the ωB97M-V functional and the def2-TZVPD basis.

Output
LUMO energy (alpha / beta): -3.516 / -5.020 eV
expectation value of S²: 0.756
energy relative to the best compared isomer or geometry (same formula, charge and spin): 39.87 kcal per mole
total energy: -80867.6788 eV
net charge: +1
HOMO-LUMO gap (alpha / beta): 6.256 / 4.750 eV
spin multiplicity: 2

```
95
Properties=species:S:1:pos:R:3:forces:R:3:mulliken_spin:R:1
Mo 0.214 0.949 -0.464 -2.7 -1.4 2.5 0.00
O -1.784 3.594 4.126 0.0 -0.1 -0.3 0.00
C -0.724 2.864 4.493 0.0 0.0 0.0 0.00
C -0.381 2.869 5.849 0.0 0.0 0.0 0.00
C 0.695 2.142 6.305 0.0 0.0 0.0 0.00
C 1.461 1.382 5.421 0.0 0.0 0.0 0.00
C 1.126 1.375 4.084 0.0 0.0 0.0 0.01
C 0.044 2.108 3.584 0.0 0.0 0.0 -0.01
C -0.242 2.092 2.124 0.0 0.0 -0.1 0.00
O 0.646 1.362 1.438 0.3 0.3 -0.3 0.05
N -1.272 2.725 1.697 -0.1 0.0 0.0 0.00
N -1.433 0.496 -0.031 1.3 0.1 -0.8 0.00
C -1.083 3.284 -0.930 -0.1 0.0 0.3 0.00
C -1.470 2.431 -2.112 -0.1 0.2 0.1 0.00
C -2.528 2.728 -2.952 0.1 0.0 -0.1 0.00
C -2.730 1.939 -4.071 0.0 0.0 0.0 0.00
C -1.854 0.892 -4.333 0.0 0.0 0.0 0.00
C -0.839 0.631 -3.437 0.0 0.0 0.0 0.00
N -0.670 1.378 -2.338 -0.3 0.4 -0.8 0.00
H -1.861 3.469 3.140 0.0 0.0 0.2 0.00
H -0.988 3.462 6.519 0.0 0.0 0.0 0.00
H 0.943 2.162 7.359 0.0 0.0 0.0 0.00
H 2.302 0.804 5.780 0.0 0.0 0.0 0.00
H 1.698 0.782 3.387 0.0 0.0 0.0 0.00
H -1.214 4.317 -1.251 0.1 0.0 -0.1 0.00
H -3.166 3.572 -2.728 0.0 0.0 0.0 0.00
H -3.555 2.142 -4.740 0.0 0.0 0.0 0.00
H -1.955 0.277 -5.215 0.0 0.0 0.0 0.00
H -0.153 -0.194 -3.569 0.0 0.0 0.0 0.00
S -4.717 2.475 0.044 -0.2 0.0 0.0 0.00
C -5.027 0.819 -0.337 0.0 0.1 0.1 0.00
C -3.897 0.071 -0.316 0.1 0.0 0.0 0.00
C -2.751 0.873 -0.027 0.0 0.1 0.2 0.00
C -3.063 2.203 0.200 0.3 0.0 0.1 0.00
C -1.943 3.183 0.461 0.0 -0.1 -0.1 0.00
C -2.254 4.624 0.753 -0.1 -0.1 0.1 0.00
C -1.221 5.476 0.802 0.2 0.1 0.0 0.00
C 0.206 5.172 0.608 -0.2 0.0 0.1 0.00
C 0.837 4.067 0.128 -0.2 -0.1 0.0 0.00
N 0.285 3.030 -0.589 0.4 0.0 -0.5 0.00
H -6.039 0.497 -0.518 0.0 0.0 0.0 0.00
H -3.861 -0.992 -0.503 0.0 0.0 0.0 0.00
H -3.263 4.934 1.001 0.0 0.0 -0.1 0.00
H -1.432 6.497 1.099 0.0 0.0 0.0 0.00
H 0.876 5.927 1.000 0.0 0.0 0.0 0.00
H 1.907 3.991 0.285 0.0 0.0 0.0 0.00
C 8.553 -2.880 4.477 0.0 0.0 0.0 0.00
C 7.333 -2.335 3.789 0.0 0.0 0.0 0.00
C 7.166 -0.967 3.602 0.0 0.0 0.0 0.01
C 6.053 -0.447 2.957 0.1 0.0 0.0 -0.12
C 5.941 1.043 2.751 0.0 -0.1 0.0 0.10
C 5.091 -1.351 2.494 -0.1 0.0 -0.1 0.03
Te 3.450 -0.537 1.458 -0.1 -0.2 -0.2 0.82
N 1.037 -0.620 -0.766 0.4 0.1 -0.3 0.01
C 1.279 -1.949 -0.873 0.2 0.1 0.2 -0.01
O 2.003 -2.559 -0.082 0.1 0.3 0.1 0.08
C 0.644 -2.674 -2.009 -0.1 0.0 0.0 0.00
C 1.365 -3.668 -2.662 0.0 0.0 0.0 0.00
C 0.767 -4.393 -3.680 0.0 0.0 0.0 0.00
C -0.555 -4.143 -4.029 0.0 0.0 0.0 0.00
C -1.278 -3.159 -3.369 0.0 0.0 0.0 0.00
C -0.677 -2.417 -2.363 0.0 0.0 0.0 0.00
C 4.403 -0.454 -0.410 0.0 0.1 0.1 0.09
C 5.215 -1.519 -0.783 0.1 0.0 0.0 -0.02
C 5.852 -1.497 -2.012 0.0 0.0 0.0 -0.01
C 5.674 -0.412 -2.860 0.0 0.0 0.0 0.03
C 4.853 0.640 -2.482 0.0 0.0 0.0 -0.01
C 4.199 0.640 -1.254 -0.1 0.0 -0.1 -0.10
C 3.292 1.781 -0.895 -0.1 0.0 0.0 0.06
C 5.202 -2.729 2.684 -0.1 -0.1 0.1 -0.02
C 4.157 -3.728 2.254 0.0 0.1 0.0 0.01
C 6.342 -3.194 3.331 0.0 0.0 0.0 0.00
H 9.220 -2.082 4.796 0.0 0.0 0.0 0.00
H 9.106 -3.542 3.809 0.0 0.0 0.0 0.00
H 8.274 -3.464 5.356 0.0 0.0 0.0 0.00
H 7.921 -0.284 3.973 0.0 0.0 0.0 0.00
H 6.626 1.573 3.411 0.0 0.0 0.0 0.01
H 4.937 1.421 2.961 0.0 0.0 0.0 -0.02
H 6.197 1.314 1.723 0.0 0.0 0.0 -0.01
H 2.389 -3.860 -2.371 0.0 0.0 0.0 0.00
H 1.327 -5.161 -4.197 0.0 0.0 0.0 0.00
H -1.025 -4.725 -4.811 0.0 0.0 0.0 0.00
H -2.311 -2.973 -3.634 0.0 0.0 0.0 0.00
H -1.233 -1.656 -1.829 0.0 0.0 0.0 0.00
H 5.355 -2.362 -0.119 0.0 0.0 0.0 0.00
H 6.491 -2.320 -2.302 0.0 0.0 0.0 0.00
H 6.178 -0.383 -3.816 0.0 0.0 0.0 0.00
H 4.716 1.482 -3.150 0.0 0.0 0.0 0.00
H 3.500 2.675 -1.481 0.1 0.0 0.0 0.00
H 3.345 2.043 0.163 0.0 0.0 0.0 0.00
H 2.243 1.531 -1.129 0.7 0.1 -0.2 -0.01
H 3.282 -3.273 1.789 0.0 0.0 0.0 0.01
H 3.810 -4.299 3.116 0.0 0.0 0.0 0.00
H 4.573 -4.444 1.543 0.0 0.0 0.0 0.00
H 6.450 -4.263 3.487 0.0 0.0 0.0 0.00
```
Positions in Å, forces in eV/Å.